No. 1
{"formula": "C2H2FOP", "method": "the ωB97M-V functional and the def2-TZVPD basis", "species": ["O", "C", "C", "P", "F", "H", "H"], "positions_angstrom": [[-2.9310, 0.5646, 0.0393], [-1.8145, 0.4529, 0.1575], [-0.5853, 0.3858, 0.4050], [0.0959, -1.2733, 0.3460], [-1.3002, -1.8023, -0.2941], [-0.1208, 1.3052, 0.6314], [0.4485, -1.4752, -1.0261]], "atomic_forces_ev_per_a": [[-3.096, 0.196, -0.625], [-1.468, 0.528, -0.082], [3.979, -0.568, 0.227], [-0.189, -0.358, -1.159], [-1.447, -1.310, 0.940], [0.741, 0.693, 0.456], [1.480, 0.820, 0.243]], "smiles": "O=C=CPF", "largest_force_ha_per_bohr": 0.0783, "gap_ev": 9.42, "e_above_lowest_kj_mol": 42.2, "energy_ha": -593.82289}

No. 2
{"formula": "C24H60O9S9", "method": "the ωB97M-V functional and the def2-TZVPD basis", "species": ["C", "S", "O", "C", "H", "H", "H", "H", "H", "H", "C", "S", "O", "C", "H", "H", "H", "H", "H", "H", "C", "S", "O", "C", "H", "H", "H", "H", "H", "H", "C", "S", "O", "C", "H", "H", "H", "H", "H", "H", "C", "S", "O", "C", "H", "H", "H", "H", "H", "H", "C", "S", "O", "C", "H", "H", "H", "H", "H", "H", "C", "S", "O", "C", "H", "H", "H", "H", "H", "H", "C", "S", "O", "C", "H", "H", "H", "H", "H", "H", "C", "S", "O", "C", "H", "H", "H", "H", "H", "H", "C", "C", "C", "C", "C", "C", "H", "H", "H", "H", "H", "H"], "positions_angstrom": [[0.8724, -3.5849, -3.4209], [1.5614, -2.2129, -2.5979], [2.4904, -2.8189, -1.4749], [2.6304, -1.6369, -3.8769], [1.7994, -4.1759, -3.5619], [0.2274, -3.2629, -4.2319], [0.5044, -4.3699, -2.8159], [2.9234, -0.6229, -3.9009], [2.3334, -1.6439, -4.9279], [3.4274, -2.3749, -3.9069], [6.5464, -1.4509, -0.9159], [4.9604, -1.1619, -0.2839], [5.1284, -0.9989, 1.2161], [4.7674, 0.5431, -0.7929], [7.0394, -2.3519, -0.3489], [7.2954, -0.6229, -0.6829], [6.5364, -1.7379, -2.0839], [3.8664, 0.7721, -0.3439], [4.6744, 0.6821, -1.8789], [5.5104, 1.2241, -0.2289], [2.0184, 5.8581, 1.4701], [1.1964, 4.6991, 0.4521], [1.0824, 3.4451, 1.1921], [-0.4226, 5.3901, 0.5141], [1.7784, 6.2151, 2.4171], [2.1884, 6.7621, 1.0211], [3.0244, 5.5561, 1.6651], [-1.0166, 4.8351, -0.0619], [-0.2846, 6.4961, 0.0041], [-0.8916, 5.5471, 1.5451], [3.5584, 1.3641, 4.4921], [1.8474, 1.3671, 3.8021], [1.1624, 0.1081, 4.2211], [1.0134, 2.6161, 4.6281], [4.1014, 0.7031, 3.9181], [3.5174, 1.1401, 5.4561], [3.9394, 2.1931, 4.0531], [0.7504, 2.0461, 5.3511], [0.2254, 2.6361, 3.9961], [1.3694, 3.5901, 4.7161], [-5.6026, 0.8571, 0.9391], [-5.1296, -0.8789, 1.2841], [-3.6936, -0.9359, 1.7781], [-6.0456, -1.1659, 2.8401], [-6.7366, 0.9281, 0.7241], [-5.1456, 1.0161, 0.0251], [-5.2476, 1.5081, 1.8961], [-5.4406, -0.7479, 3.7581], [-6.5476, -2.1459, 3.0421], [-7.0886, -0.5279, 2.5891], [-2.9276, -4.2999, 1.2721], [-1.9266, -4.0829, -0.1959], [-1.8806, -5.4349, -0.9709], [-3.0776, -3.0179, -1.1279], [-3.8306, -4.6749, 1.0941], [-2.9526, -3.2049, 1.8241], [-2.4156, -5.1589, 1.7791], [-3.9286, -3.6379, -1.4299], [-2.6176, -2.5599, -2.0749], [-3.4186, -2.2639, -0.4039], [-0.9856, 0.0021, -0.3939], [-0.4276, -0.4899, 1.2791], [-0.3096, -1.9699, 1.1091], [1.2224, -0.1769, 0.7431], [-0.6426, -0.6059, -1.2199], [-0.6596, 1.1161, -0.6349], [-1.9816, -0.0479, -0.3849], [1.9844, -0.2089, 1.5111], [1.2454, 0.7971, 0.2561], [1.7454, -0.8369, -0.0159], [1.2654, 2.1471, -2.1979], [2.4834, 2.5651, -3.5159], [1.5604, 2.7071, -4.6779], [2.8344, 4.2191, -2.8459], [0.1514, 2.5901, -2.3889], [1.8854, 2.3791, -1.2539], [1.0754, 1.2091, -2.5549], [3.4174, 4.2851, -1.9729], [2.0814, 4.6791, -2.5029], [3.5504, 4.5521, -3.6029], [2.7584, -2.8639, 2.8901], [2.6494, -3.8969, 1.5021], [3.7774, -4.9929, 1.4991], [1.2764, -4.9949, 1.9651], [3.2914, -3.3499, 3.6281], [1.7064, -2.4079, 2.9731], [3.4694, -1.9929, 2.6651], [0.9944, -5.7949, 1.4341], [0.5824, -4.1709, 2.0521], [1.2764, -5.1319, 3.0521], [-6.4406, 0.0621, -2.6239], [-5.0456, -0.5879, -2.5259], [-3.9006, 0.3171, -2.5479], [-4.0546, 1.5981, -2.4229], [-5.3306, 2.3051, -2.4649], [-6.5686, 1.4361, -2.7559], [-7.4196, -0.4249, -2.7089], [-4.9706, -1.5749, -2.4299], [-2.9506, -0.0759, -2.4989], [-3.3186, 2.1981, -2.3329], [-5.2876, 3.3941, -2.4639], [-7.5886, 1.7031, -3.0529]], "atomic_forces_ev_per_a": [[1.808, -0.988, -0.565], [0.698, 0.060, 3.877], [-1.869, 1.446, -2.896], [0.565, -1.308, -2.020], [-0.068, 0.398, -1.618], [0.280, -0.419, -0.308], [-1.699, 0.105, 1.505], [0.715, 1.172, 1.380], [-1.274, -0.680, 0.049], [0.651, 0.309, 0.404], [3.746, -1.656, -1.437], [-0.578, 0.337, 1.708], [-0.119, -0.201, -0.867], [2.154, 0.705, -0.090], [-1.400, 1.371, -1.090], [-1.190, -0.687, -0.543], [-0.079, 0.823, 2.680], [-2.262, 0.610, 0.779], [0.362, 0.037, 0.297], [-0.668, -1.244, -1.256], [1.558, -0.452, 0.394], [-0.501, 0.413, 0.120], [0.278, -1.540, 0.551], [1.615, 5.978, 1.876], [-1.934, -0.335, 2.008], [0.111, 2.283, -2.155], [0.837, -1.012, -0.317], [-2.437, -2.211, -2.368], [-0.604, -2.639, 1.157], [1.029, -0.438, -1.261], [-3.273, -0.310, -3.054], [2.883, -1.824, -2.748], [-0.118, 0.233, 0.363], [2.076, 1.753, -2.779], [0.760, -2.509, -0.990], [0.395, -0.346, 4.302], [1.257, 3.581, -0.020], [-2.034, -2.498, 6.182], [-3.010, 0.548, -1.914], [1.102, 1.296, 0.586], [-1.622, 0.092, 3.867], [0.522, -0.872, 1.415], [-0.795, 0.509, -0.966], [-3.193, 2.399, 0.388], [1.774, -0.208, 0.690], [1.338, 0.945, -1.637], [-0.835, -1.296, -2.618], [-1.270, -0.748, -1.975], [1.381, 0.378, -0.473], [2.707, -1.180, 1.194], [3.917, 2.795, 2.065], [0.511, -1.841, -2.063], [-0.381, 2.059, 1.286], [0.113, 0.302, -0.535], [-4.105, -1.098, -1.175], [0.222, -3.044, -1.093], [-0.011, 1.256, 0.157], [0.124, -0.004, 0.053], [-0.373, -0.704, 1.605], [0.196, 0.080, -0.456], [2.910, 3.208, -0.231], [1.800, -1.251, -2.838], [-1.514, -1.131, 1.437], [2.919, 1.437, -0.897], [0.699, -0.553, 0.335], [-0.799, -2.135, 0.707], [-4.163, -0.024, 0.068], [-0.273, 0.282, 0.741], [0.246, 0.386, 0.518], [-1.827, -0.242, 0.561], [0.132, 3.125, 0.135], [-2.262, 0.736, 1.263], [0.804, 0.211, -0.550], [6.250, -3.756, -3.336], [3.073, 0.065, 0.646], [-1.857, -1.013, -0.921], [-0.240, -3.314, 0.505], [1.380, -1.175, 1.371], [-6.332, 3.941, 0.946], [-0.875, 1.147, -0.132], [-0.846, 3.358, -1.264], [1.948, -4.598, -2.173], [-0.773, 2.485, 0.136], [0.321, 5.619, 4.047], [0.112, -1.312, 2.331], [1.545, -0.782, 0.751], [-1.069, -1.125, -0.378], [-0.535, -2.571, -2.406], [-1.650, -0.106, -0.970], [0.927, -0.942, -0.055], [3.516, -0.890, -0.227], [-2.585, 7.355, -0.611], [-3.765, -6.042, 0.325], [-8.054, 2.994, -0.394], [-1.229, -3.769, -1.550], [3.254, 1.536, 1.147], [0.893, -0.744, 0.082], [0.423, -3.854, 0.176], [1.960, -1.076, -0.073], [5.404, 3.913, 0.647], [-0.456, -0.348, 0.025], [0.605, 0.978, 0.454]], "largest_force_ha_per_bohr": 0.1673, "gap_ev": 6.80, "e_above_lowest_kj_mol": 1265.9, "energy_ha": -5210.51683}

No. 3
{"formula": "C4H8NO", "method": "the ωB97M-V functional and the def2-TZVPD basis", "species": ["C", "C", "C", "N", "C", "O", "H", "H", "H", "H", "H", "H", "H", "H"], "positions_angstrom": [[-2.4289, -0.4809, 0.0884], [-1.0118, -0.7959, 0.4511], [0.0772, -0.0608, 0.0319], [1.4885, -0.1998, 0.1763], [2.1073, 0.9503, -0.3994], [2.3528, -0.9025, 0.6837], [-2.9872, -0.3676, 1.0073], [-2.9093, -1.3627, -0.3779], [-2.5333, 0.4796, -0.5738], [-0.7239, -1.6684, 1.1134], [-0.2662, 0.8227, -0.5445], [2.8986, 0.4580, -0.9970], [2.6336, 1.6631, 0.3375], [1.3026, 1.4648, -0.9971]], "atomic_forces_ev_per_a": [[0.643, 1.134, -1.019], [2.063, -1.289, 0.804], [-2.174, -0.621, -0.061], [0.974, 1.262, 1.394], [0.888, 2.377, -1.873], [-3.372, -1.059, 0.071], [-0.218, 0.257, 0.398], [0.397, 0.371, -0.065], [0.211, -1.955, 1.241], [-0.945, 0.751, -0.781], [1.095, -0.701, 0.391], [-0.268, 0.980, -0.169], [-1.122, -1.384, -0.746], [1.830, -0.122, 0.415]], "charge": 1, "smiles": "C/C=C/[N+](C)=O", "largest_force_ha_per_bohr": 0.0687, "gap_ev": [8.63, 8.63], "e_above_lowest_kj_mol": 423.1, "energy_ha": -286.78135}

No. 4
{"formula": "C3H7O3S", "method": "the ωB97M-V functional and the def2-TZVPD basis", "species": ["C", "C", "C", "O", "O", "O", "S", "H", "H", "H", "H", "H", "H", "H"], "positions_angstrom": [[-1.2102, 0.0311, -0.3973], [1.1108, -0.3621, 0.8654], [0.3044, 0.2100, -0.2567], [3.1381, -0.8974, -1.0713], [3.1142, 1.1864, 0.2087], [0.4653, 1.6654, -0.3590], [3.0275, -0.2941, 0.2794], [-2.0633, 0.6155, -0.0741], [-1.2248, -0.1188, -1.4959], [-1.3669, -0.9340, 0.1770], [0.9516, -1.4021, 1.2737], [1.0155, 0.3876, 1.6963], [0.6120, -0.1958, -1.1993], [1.4535, 1.8003, -0.4865]], "atomic_forces_ev_per_a": [[0.126, -3.231, 0.078], [0.850, 0.200, 0.909], [-0.976, 2.418, -0.277], [-0.666, -0.253, -0.057], [0.324, 1.027, -0.214], [1.646, -0.653, -0.104], [-0.562, -0.357, 1.023], [0.706, 1.139, 0.319], [-1.228, -0.168, 0.651], [-0.293, 0.406, -1.176], [-0.297, 0.947, -0.856], [0.461, -0.810, -0.413], [0.979, -0.484, -0.395], [-1.070, -0.180, 0.511]], "charge": -1, "largest_force_ha_per_bohr": 0.0629, "gap_ev": 7.28, "e_above_lowest_kj_mol": 175.3, "energy_ha": -742.41842}

No. 5
{"formula": "C15H25N4O4SSn", "method": "the ωB97M-V functional and the def2-TZVPD basis", "species": ["Sn", "N", "C", "C", "C", "C", "N", "H", "H", "H", "H", "H", "H", "H", "H", "H", "H", "H", "H", "C", "C", "O", "C", "C", "C", "C", "C", "C", "O", "H", "H", "H", "H", "H", "H", "H", "S", "C", "N", "C", "C", "N", "H", "H", "H", "H", "H", "H", "O", "O"], "positions_angstrom": [[0.9984, 1.0839, 0.5248], [-0.7238, 1.7113, 2.1665], [-0.3562, 2.4527, 3.3998], [-0.4365, 1.6134, 4.6714], [0.7845, 0.7768, 5.0307], [1.1051, -0.3634, 4.0708], [1.9900, 0.0851, 2.9843], [-1.1119, 2.3724, 1.4985], [-1.4751, 1.0579, 2.3667], [-1.0345, 3.2993, 3.5183], [0.6469, 2.8636, 3.2636], [-1.3178, 0.9637, 4.6139], [-0.6352, 2.2993, 5.4972], [0.6261, 0.3587, 6.0264], [1.6573, 1.4330, 5.1182], [0.1935, -0.7441, 3.6061], [1.5454, -1.1934, 4.6303], [2.2402, -0.7268, 2.4263], [2.8555, 0.4471, 3.3702], [-2.5068, 3.4262, -1.5855], [-1.4123, 2.3933, -1.5142], [-0.7495, 2.3679, -0.4569], [-1.1627, 1.5146, -2.6272], [-1.9335, 1.6695, -3.8032], [-1.7331, 0.9025, -4.9179], [-0.7153, -0.0623, -4.8886], [0.0470, -0.2441, -3.7631], [-0.1495, 0.5194, -2.5864], [0.6054, 0.2655, -1.5542], [-2.5480, 3.9572, -0.6389], [-3.4731, 2.9632, -1.7856], [-2.3061, 4.1416, -2.3843], [-2.7079, 2.4235, -3.8299], [-2.3364, 1.0488, -5.8023], [-0.5186, -0.6673, -5.7654], [0.8483, -0.9729, -3.7696], [-0.9409, -2.9000, 0.3340], [0.3498, -3.2966, -0.7541], [0.9932, -2.4295, -1.4842], [2.1283, -3.0744, -2.1596], [1.8219, -4.5722, -1.9783], [0.8211, -4.5358, -0.8980], [0.8614, -1.3953, -1.4592], [3.0597, -2.7832, -1.6751], [2.1722, -2.7822, -3.2059], [2.6952, -5.1423, -1.6759], [1.3969, -5.0178, -2.8770], [0.3646, -5.3515, -0.5263], [0.3243, -0.8642, 0.9992], [-0.8475, -1.2922, 0.2493]], "atomic_forces_ev_per_a": [[-0.034, 0.249, -0.067], [0.048, 0.343, -0.078], [-0.082, -0.013, 0.010], [-0.001, 0.045, -0.024], [-0.006, -0.035, -0.002], [0.031, 0.028, 0.055], [-0.124, -0.218, -0.145], [-0.157, 0.024, 0.083], [0.137, -0.187, -0.021], [-0.002, 0.043, -0.050], [0.031, -0.038, 0.041], [-0.012, 0.017, -0.004], [0.029, 0.004, 0.004], [-0.030, 0.001, -0.004], [0.015, -0.029, 0.014], [-0.011, -0.004, 0.016], [0.054, -0.007, 0.006], [0.081, 0.002, 0.056], [0.019, 0.049, -0.014], [0.017, 0.010, -0.004], [0.037, 0.099, 0.220], [-0.104, -0.086, -0.051], [-0.031, -0.008, -0.080], [-0.015, -0.006, -0.014], [0.046, -0.037, 0.018], [-0.034, 0.049, 0.047], [0.014, -0.043, -0.083], [0.015, -0.021, -0.188], [0.140, -0.080, 0.141], [0.002, 0.004, -0.002], [0.010, 0.000, -0.012], [-0.014, -0.016, 0.002], [0.023, -0.001, 0.019], [0.016, -0.017, -0.002], [-0.014, 0.016, 0.001], [-0.023, 0.049, 0.025], [0.030, 0.072, 0.008], [-0.065, -0.104, 0.044], [0.271, -0.070, -0.144], [-0.092, -0.056, 0.003], [-0.046, 0.022, 0.054], [0.086, -0.016, -0.086], [-0.143, 0.112, 0.076], [0.017, 0.009, 0.028], [0.000, -0.007, 0.008], [0.010, -0.019, 0.007], [-0.033, 0.000, -0.017], [0.013, 0.010, 0.001], [-0.119, -0.176, 0.115], [0.000, 0.040, -0.005]], "charge": 1, "largest_force_ha_per_bohr": 0.0069, "gap_ev": 8.17, "e_above_lowest_kj_mol": 4.6, "energy_ha": -1718.80139}

> Which formula does entry 1 have?

C2H2FOP

Repeat the first record exactly.
{"formula": "C2H2FOP", "method": "the ωB97M-V functional and the def2-TZVPD basis", "species": ["O", "C", "C", "P", "F", "H", "H"], "positions_angstrom": [[-2.9310, 0.5646, 0.0393], [-1.8145, 0.4529, 0.1575], [-0.5853, 0.3858, 0.4050], [0.0959, -1.2733, 0.3460], [-1.3002, -1.8023, -0.2941], [-0.1208, 1.3052, 0.6314], [0.4485, -1.4752, -1.0261]], "atomic_forces_ev_per_a": [[-3.096, 0.196, -0.625], [-1.468, 0.528, -0.082], [3.979, -0.568, 0.227], [-0.189, -0.358, -1.159], [-1.447, -1.310, 0.940], [0.741, 0.693, 0.456], [1.480, 0.820, 0.243]], "smiles": "O=C=CPF", "largest_force_ha_per_bohr": 0.0783, "gap_ev": 9.42, "e_above_lowest_kj_mol": 42.2, "energy_ha": -593.82289}